(1)
C3H8N4O | wB97M-V/def2-TZVPD

Values from the calculation:
Spin multiplicity: 1
Relative energy (zero: lowest compared OMol25 entry of this formula, charge and spin): 113.0 kcal/mol
Total charge: 0
E_HOMO: -7.88 eV
LUMO: 0.85 eV

Each line ends with the Mulliken charge.
Positions of all 16 atoms, in Å:
C -0.37 -0.83 0.31  0.676
C 1.04 0.55 0.70  -0.588
N 0.02 -1.55 -0.80  -0.493
N 2.06 0.64 -0.15  -0.266
N -0.43 1.30 -1.19  -0.638
C -0.27 0.80 0.15  0.178
O -1.34 -0.61 2.33  -0.361
N -1.08 -1.42 1.20  -0.719
H -1.86 -1.21 2.89  0.367
H -0.04 -1.03 -1.66  0.247
H -0.39 -2.48 -0.85  0.270
H 2.96 0.30 0.14  0.249
H 1.95 0.80 -1.15  0.205
H -1.40 1.48 -1.42  0.215
H 0.14 2.12 -1.37  0.203
H -1.00 1.14 0.89  0.456

=====

(2)
C41H51BrIrNO2Se | wB97M-V/def2-TZVPD

Values from the calculation:
Spin multiplicity: 2
Total charge: +1
E_HOMO (alpha / beta): -9.86 / -9.84 eV
LUMO (alpha / beta): -2.76 / -5.08 eV
⟨S²⟩: 0.781

Each line ends with the Mulliken charge.
Positions of all 98 atoms, in Å:
Ir -2.33 -0.17 0.41  3.383
C 3.75 -4.95 1.93  -1.636
C 3.88 -3.49 1.48  1.924
C 4.41 -2.65 2.65  -1.924
C 4.89 -3.39 0.32  -1.593
C 2.52 -3.01 1.00  -0.669
C 1.82 -1.97 1.64  -0.448
C 0.61 -1.57 1.16  -0.247
Se -0.32 -0.09 1.95  -0.007
C 0.52 1.27 0.91  0.442
C 1.75 1.76 1.33  -0.717
C 2.39 2.72 0.58  -0.772
C 1.71 3.20 -0.54  0.073
C 0.46 2.76 -0.96  -0.486
C -0.14 1.70 -0.24  0.615
O -1.27 1.16 -0.66  -1.567
C -0.27 3.40 -2.15  2.347
C 0.51 4.58 -2.73  -2.389
C -0.47 2.37 -3.27  -1.628
C -1.63 3.93 -1.68  -1.453
C 3.78 3.22 0.99  2.231
C 4.28 4.35 0.09  -2.232
C 3.75 3.73 2.44  -1.699
C 4.77 2.04 0.89  -1.562
C 0.00 -2.20 0.02  0.890
O -1.12 -1.80 -0.38  -1.870
C 0.71 -3.29 -0.64  -0.573
C 1.93 -3.63 -0.13  -0.173
C 0.10 -3.98 -1.85  2.407
C -1.26 -4.59 -1.46  -1.550
C 0.99 -5.12 -2.36  -2.375
C -0.09 -2.97 -2.99  -1.533
H 4.71 -5.31 2.28  0.461
H 3.42 -5.60 1.12  0.338
H 3.03 -5.04 2.75  0.366
H 5.39 -3.02 2.94  0.449
H 3.76 -2.73 3.53  0.397
H 4.51 -1.60 2.39  0.263
H 5.88 -3.67 0.68  0.481
H 4.94 -2.37 -0.07  0.353
H 4.64 -4.06 -0.50  0.333
H 2.24 -1.47 2.50  0.534
H 2.20 1.38 2.24  0.417
H 2.17 3.99 -1.12  0.620
H 1.48 4.27 -3.13  0.458
H 0.68 5.36 -1.98  0.432
H -0.06 5.02 -3.54  0.435
H 0.50 2.03 -3.65  0.352
H -1.01 2.84 -4.10  0.476
H -1.04 1.51 -2.93  0.086
H -1.50 4.65 -0.86  0.316
H -2.28 3.13 -1.33  0.181
H -2.13 4.44 -2.50  0.538
H 3.61 5.20 0.11  0.447
H 4.40 4.02 -0.95  0.390
H 5.26 4.68 0.44  0.432
H 3.03 4.54 2.54  0.384
H 4.74 4.11 2.72  0.469
H 3.48 2.94 3.14  0.292
H 4.80 1.65 -0.13  0.348
H 4.48 1.23 1.56  0.252
H 5.77 2.37 1.16  0.486
H 2.49 -4.42 -0.60  0.574
H -1.15 -5.26 -0.60  0.390
H -1.65 -5.17 -2.29  0.513
H -1.98 -3.82 -1.21  0.109
H 1.15 -5.88 -1.60  0.409
H 1.96 -4.75 -2.70  0.426
H 0.51 -5.59 -3.21  0.461
H -0.70 -2.13 -2.69  0.162
H -0.57 -3.46 -3.83  0.463
H 0.88 -2.59 -3.33  0.363
Br -4.27 -0.14 -1.25  -0.162
C -4.94 1.56 -0.69  0.931
C -5.97 2.11 -1.38  -0.807
C -6.46 3.36 -0.96  -0.602
C -5.89 3.99 0.11  -0.990
C -4.82 3.40 0.82  1.133
C -4.23 4.06 1.92  -0.902
C -3.20 3.48 2.59  -1.180
C -2.71 2.21 2.19  0.215
C -3.23 1.52 1.13  -0.271
C -4.31 2.14 0.43  -0.062
H -6.41 1.60 -2.23  0.423
H -7.28 3.82 -1.50  0.408
H -6.26 4.95 0.43  0.418
H -4.61 5.03 2.22  0.398
H -2.74 3.97 3.44  0.428
H -1.90 1.79 2.79  0.430
C -5.01 -4.46 0.29  -0.989
C -5.06 -3.61 1.57  -0.454
C -4.13 -2.48 1.50  0.510
N -3.39 -1.61 1.46  -0.235
H -5.84 -5.16 0.30  0.387
H -4.08 -5.02 0.24  0.207
H -5.09 -3.84 -0.60  0.302
H -4.80 -4.20 2.45  0.297
H -6.06 -3.19 1.73  0.301

=====

(3)
C6H8FNO | wB97M-V/def2-TZVPD

Values from the calculation:
Spin multiplicity: 1
Relative energy (zero: lowest compared OMol25 entry of this formula, charge and spin): 41.9 kcal/mol
Total charge: 0
E_HOMO: -9.39 eV
LUMO: -0.18 eV
SMILES string: CO[C@@]1(F)CC=CC=N1

Each line ends with the Mulliken charge.
Positions of all 17 atoms, in Å:
C 2.32 0.90 -0.03  -0.603
O 1.33 0.36 0.75  -0.422
C 0.36 -0.68 -0.28  0.939
F 1.18 -1.62 -0.78  -0.288
C -0.57 -1.28 0.70  -0.841
C -1.70 -0.39 0.95  -0.365
C -1.94 0.61 0.12  -0.290
C -1.19 0.63 -1.15  -0.120
N -0.11 0.04 -1.34  -0.541
H 2.63 0.14 -0.83  0.249
H 3.29 1.12 0.59  0.244
H 1.90 1.83 -0.70  0.176
H -0.04 -1.73 1.54  0.385
H -0.91 -2.25 0.30  0.339
H -2.38 -0.56 1.73  0.433
H -2.63 1.46 0.25  0.340
H -1.54 1.41 -1.82  0.365

=====

(4)
C20H25N4O7S2 | wB97M-V/def2-TZVPD

Values from the calculation:
Spin multiplicity: 1
Total charge: -1
E_HOMO: -2.19 eV
LUMO: -0.29 eV

Each line ends with the Mulliken charge.
Positions of all 58 atoms, in Å:
O -4.42 -0.80 -1.56  -0.534
N -3.42 -0.89 -0.62  0.980
C -2.85 0.32 -0.26  -0.443
C -1.74 0.28 0.71  0.355
C -1.05 1.60 1.16  -0.844
O -1.83 2.69 0.64  -0.388
C -1.04 3.69 0.06  0.324
C -0.17 3.35 -1.09  0.453
C 0.65 4.38 -1.73  -0.582
C 0.58 5.74 -1.19  -0.531
C -0.30 6.07 -0.07  -0.322
C -1.14 5.06 0.60  -0.628
C -1.33 -1.07 1.22  0.736
C -0.16 -1.27 2.20  -0.367
C 0.33 -2.76 2.24  -0.991
C 0.81 -3.30 0.85  -0.726
C 2.01 -2.49 0.21  -0.823
C 1.64 -1.88 -1.22  -0.707
C 1.31 -0.32 -1.08  0.510
C 2.17 0.52 -2.10  -0.830
S 1.35 0.92 -3.70  -0.277
C -0.30 0.19 -3.77  0.358
N -0.89 -0.86 -3.16  0.151
N -2.16 -0.89 -3.69  -0.796
C -2.30 0.12 -4.58  0.185
O -1.12 0.84 -4.67  -0.286
C -2.16 -2.22 0.68  -0.587
N -3.16 -2.10 -0.21  -1.013
H -3.91 -0.66 -2.40  0.390
H -3.20 1.28 -0.72  0.533
H 0.04 1.65 0.93  0.410
H -1.14 1.67 2.29  0.377
H -0.21 2.28 -1.43  0.120
H 1.29 4.07 -2.59  0.337
H 1.22 6.54 -1.64  0.334
H -0.34 7.12 0.31  0.328
H -1.82 5.33 1.45  0.382
H -0.35 -0.85 3.24  0.526
H 0.71 -0.65 1.80  0.023
H -0.52 -3.38 2.66  0.376
H 1.22 -2.82 2.96  0.165
H 0.01 -3.39 0.08  0.426
H 1.19 -4.36 1.03  0.424
H 2.86 -3.21 0.04  0.330
H 2.39 -1.72 0.93  0.483
H 0.76 -2.45 -1.64  0.297
H 2.47 -2.05 -1.97  0.535
H 0.21 -0.08 -1.09  -0.721
H 1.68 -0.04 -0.05  0.366
H 2.45 1.49 -1.59  0.350
H 3.14 -0.03 -2.27  0.593
H -3.25 0.32 -5.13  0.395
H -1.87 -3.23 1.06  0.542
O 4.46 -3.08 6.03  -0.723
S 3.14 -3.56 5.57  1.217
O 3.31 -4.56 4.50  -0.753
O 2.35 -2.40 5.04  -0.696
O 2.41 -4.17 6.71  -0.743

=====

(5)
C32H32AsF9IMnN3OS | wB97M-V/def2-TZVPD

Values from the calculation:
Spin multiplicity: 6
Relative energy (zero: lowest compared OMol25 entry of this formula, charge and spin): 50.9 kcal/mol
Total charge: -2
E_HOMO (alpha / beta): -0.31 / -2.49 eV
LUMO (alpha / beta): 3.82 / 3.82 eV
⟨S²⟩: 8.875

Each line ends with the Mulliken charge.
Positions of all 81 atoms, in Å:
Mn 2.34 0.36 -1.12  0.034
C -0.06 2.26 5.25  -1.700
C 0.74 0.96 5.12  1.979
C 1.95 1.06 6.05  -2.208
C -0.13 -0.22 5.58  -1.626
C 1.15 0.73 3.66  0.781
C 2.47 0.41 3.30  -0.590
C 2.77 0.26 1.96  -0.988
N 1.87 0.37 1.00  0.631
C 0.57 0.63 1.31  -0.606
C 0.21 0.83 2.67  0.064
C -0.32 0.68 0.21  -0.559
C -1.73 0.78 0.36  -0.331
C -2.57 0.75 -0.72  0.398
C -1.97 0.62 -2.00  -0.913
C -0.61 0.53 -2.10  -1.129
N 0.23 0.58 -1.05  1.054
C -4.09 0.84 -0.60  2.202
C -4.56 0.99 0.84  -2.190
C -4.71 -0.43 -1.19  -1.678
C -4.58 2.06 -1.39  -1.670
H -0.28 2.46 6.30  0.464
H -1.00 2.21 4.71  0.345
H 0.51 3.10 4.85  0.366
H 1.62 1.31 7.05  0.445
H 2.65 1.82 5.71  0.440
H 2.50 0.11 6.10  0.376
H -0.44 -0.08 6.63  0.435
H 0.42 -1.16 5.51  0.352
H -1.02 -0.31 4.97  0.339
H 3.27 0.33 4.03  0.353
H 3.79 0.06 1.64  0.224
H -0.81 1.08 2.91  0.235
H -2.14 0.85 1.36  0.374
H -2.56 0.59 -2.91  0.491
H -0.14 0.43 -3.07  0.382
H -4.26 0.13 1.45  0.391
H -5.65 1.05 0.87  0.429
H -4.16 1.89 1.31  0.398
H -4.38 -1.31 -0.64  0.374
H -4.43 -0.57 -2.23  0.318
H -5.80 -0.38 -1.14  0.454
H -4.17 2.98 -0.98  0.374
H -5.68 2.12 -1.35  0.452
H -4.29 2.01 -2.44  0.309
O 2.50 2.28 -1.24  -0.503
N 1.89 3.42 -0.96  0.264
C 0.92 3.77 -1.85  -0.012
C 0.21 4.93 -1.71  -1.114
C 0.53 5.75 -0.62  -0.013
C 1.50 5.38 0.26  -0.823
C 2.23 4.15 0.15  0.167
S 3.39 3.65 1.25  -0.374
H 0.79 3.05 -2.65  0.562
H -0.55 5.17 -2.43  0.434
H 0.01 6.69 -0.47  0.343
H 1.76 5.99 1.11  0.393
F 2.00 0.60 -3.54  -0.813
As 1.82 0.53 -5.30  2.084
F 0.57 1.74 -5.16  -0.481
F 3.00 1.78 -5.47  -0.500
F 1.60 0.47 -7.03  -0.530
F 3.05 -0.68 -5.38  -0.504
F 0.61 -0.71 -5.09  -0.496
I 4.90 -0.21 -1.35  -0.473
F -0.27 -8.42 -3.49  -0.266
C 0.34 -8.24 -2.29  0.842
F 1.44 -9.03 -2.32  -0.266
F -0.48 -8.77 -1.36  -0.297
C 0.67 -6.81 -2.03  0.410
C 0.18 -6.14 -0.92  -0.486
C 0.52 -4.81 -0.70  -0.644
C 1.34 -4.13 -1.60  0.257
C 1.82 -4.81 -2.72  -0.623
C 1.49 -6.14 -2.94  -0.782
C 1.70 -2.76 -1.39  0.265
C 1.97 -1.59 -1.25  0.124
H -0.46 -6.66 -0.21  0.412
H 0.14 -4.29 0.16  0.481
H 2.46 -4.28 -3.42  0.543
H 1.87 -6.65 -3.81  0.345

=====

(6)
C21H37N3O4 | wB97M-V/def2-TZVPD

Values from the calculation:
Spin multiplicity: 1
Relative energy (zero: lowest compared OMol25 entry of this formula, charge and spin): 0.3 kcal/mol
Total charge: 0
E_HOMO: -9.35 eV
LUMO: 0.66 eV
SMILES string: CCOC(=O)N1CCC(NC(=O)[C@@H](CC(C)C)NC(=O)C2CCCCC2)CC1

Each line ends with the Mulliken charge.
Positions of all 65 atoms, in Å:
C 7.47 1.56 -4.16  -1.117
C 6.29 1.10 -5.01  -0.292
O 5.17 0.75 -4.20  -0.401
C 4.40 1.78 -3.79  0.800
O 4.60 2.93 -4.09  -0.653
N 3.35 1.37 -3.04  0.102
C 3.17 0.02 -2.56  -0.549
C 3.43 -0.05 -1.06  -0.812
C 2.54 0.95 -0.30  -0.614
N 1.15 0.54 -0.33  0.202
C 0.56 -0.10 0.70  -0.014
O 1.11 -0.34 1.76  -0.720
C -0.89 -0.53 0.41  0.116
C -0.86 -1.79 -0.47  -1.224
C -2.03 -1.92 -1.46  0.599
C -3.38 -1.94 -0.75  -1.418
C -2.00 -0.83 -2.53  -1.416
N -1.55 -0.76 1.67  0.021
C -2.63 -0.04 2.07  -0.026
O -3.22 0.71 1.31  -0.699
C -3.08 -0.35 3.48  0.432
C -3.92 0.80 4.04  -1.067
C -4.45 0.46 5.43  -0.694
C -5.28 -0.82 5.39  -0.633
C -4.44 -1.97 4.84  -0.781
C -3.92 -1.64 3.45  -0.768
C 2.70 2.35 -0.90  -0.817
C 2.49 2.35 -2.41  -1.006
H 7.21 2.48 -3.64  0.310
H 7.73 0.80 -3.43  0.287
H 8.33 1.76 -4.80  0.383
H 6.00 1.89 -5.71  0.333
H 6.54 0.18 -5.55  0.316
H 2.14 -0.30 -2.78  0.118
H 3.86 -0.64 -3.09  0.440
H 4.47 0.20 -0.86  0.415
H 3.24 -1.05 -0.69  0.423
H 2.82 0.96 0.76  0.481
H 0.63 0.69 -1.17  0.194
H -1.42 0.29 -0.08  0.682
H 0.08 -1.80 -1.04  0.345
H -0.84 -2.66 0.19  0.373
H -1.89 -2.89 -1.97  0.417
H -4.17 -2.14 -1.46  0.507
H -3.58 -0.98 -0.28  0.229
H -3.40 -2.71 0.02  0.319
H -2.75 -1.02 -3.28  0.489
H -1.03 -0.80 -3.02  0.265
H -2.20 0.15 -2.09  0.266
H -0.98 -1.23 2.36  0.416
H -2.21 -0.51 4.12  0.429
H -4.75 0.99 3.36  0.282
H -3.31 1.70 4.08  0.416
H -5.05 1.28 5.81  0.360
H -3.61 0.32 6.12  0.342
H -5.63 -1.07 6.39  0.331
H -6.15 -0.67 4.75  0.324
H -5.05 -2.88 4.80  0.358
H -3.60 -2.17 5.51  0.360
H -4.76 -1.49 2.77  0.325
H -3.32 -2.46 3.06  0.313
H 3.70 2.71 -0.68  0.413
H 1.99 3.04 -0.43  0.394
H 1.45 2.11 -2.66  0.348
H 2.74 3.32 -2.84  0.447